DFT (wB97M-V/def2-TZVPD) results for C2H6FHgO2 as an isolated structure in a non-equilibrium geometry.

Computed properties:
ΔE to the lowest compared entry with this formula, charge and spin	2.1	kJ/mol
Kohn-Sham gap (spin up / spin down)	8.725 / 8.511	eV
multiplicity	2

Atoms and positions in Å:
1 H 0.412 -0.915 -1.533
2 O 1.650 0.427 -0.558
3 H -1.716 -1.301 0.509
4 H 2.371 0.646 1.090
5 H 0.816 -1.296 0.203
6 C 0.639 -0.494 -0.537
7 O -0.510 0.252 -0.104
8 F 2.222 1.371 1.976
9 H -2.027 -0.679 -1.155
10 C -1.760 -0.403 -0.124
11 H -2.486 0.314 0.272
12 Hg 0.388 2.081 -0.040

Force components x, y, z for each atom (eV/Å):
H 0.04 0.03 0.16
O 0.73 -1.38 0.43
H -0.15 0.21 -0.15
H -1.07 3.12 2.78
H -0.14 0.03 -0.24
C 1.09 -0.45 -0.11
O -1.86 -2.94 0.06
F 0.69 -3.16 -3.58
H 0.00 0.02 0.26
C -0.36 -0.23 -0.01
H 0.08 -0.31 -0.09
Hg 0.96 5.07 0.47